Molecular formula: C40H80O20S10
Method: DFT, ωB97M-V/def2-TZVPD

Output
Gap between HOMO and LUMO   9.7 eV
SMILES   O=S1(=O)CCCC1.O=S1(=O)CCCC1.O=S1(=O)CCCC1.O=S1(=O)CCCC1.O=S1(=O)CCCC1.O=S1(=O)CCCC1.O=S1(=O)CCCC1.O=S1(=O)CCCC1.O=S1(=O)CCCC1.O=S1(=O)CCCC1
Energy relative to the best compared isomer or geometry (same formula, charge and spin)   382.3 kJ/mol

ORCA input file:
```
! wB97M-V def2-TZVPD RIJCOSX def2/J DEFGRID3
* xyz 0 1
C -3.630 4.899 -0.108
C -4.714 5.140 -1.129
C -4.064 4.912 -2.470
S -3.249 3.339 -2.338
O -2.039 3.452 -3.147
O -4.177 2.251 -2.521
C -2.822 3.610 -0.543
H -4.030 4.799 0.900
H -2.851 5.662 -0.086
H -5.060 6.174 -1.098
H -5.534 4.452 -0.942
H -3.292 5.638 -2.731
H -4.683 4.889 -3.370
H -1.749 3.664 -0.396
H -3.241 2.769 0.011
C 2.211 -6.350 2.828
C 3.652 -6.319 2.264
C 3.570 -5.336 1.096
S 2.487 -3.981 1.581
O 1.551 -3.848 0.467
O 3.238 -2.795 1.929
C 1.751 -4.911 3.032
H 2.182 -7.031 3.682
H 1.569 -6.962 2.181
H 3.983 -7.309 1.977
H 4.186 -5.826 3.081
H 3.055 -5.815 0.261
H 4.483 -4.918 0.674
H 0.772 -4.440 3.111
H 2.185 -4.600 3.989
C 4.157 1.279 5.609
C 3.626 2.082 4.452
C 2.771 1.168 3.557
S 1.730 0.283 4.766
O 1.827 -1.093 4.405
O 0.452 0.871 5.074
C 2.863 0.605 6.180
H 4.548 1.899 6.410
H 4.806 0.443 5.346
H 4.393 2.679 3.962
H 2.879 2.767 4.872
H 3.324 0.275 3.266
H 2.137 1.548 2.761
H 2.831 -0.261 6.841
H 2.393 1.383 6.789
C 5.591 -0.791 1.840
C 4.928 0.180 0.844
C 5.998 1.201 0.336
S 7.064 1.498 1.803
O 6.643 2.661 2.565
O 8.454 1.349 1.391
C 6.573 -0.023 2.679
H 5.926 -1.669 1.288
H 4.810 -1.271 2.441
H 4.045 0.730 1.165
H 4.553 -0.280 -0.071
H 5.714 2.072 -0.252
H 6.702 0.696 -0.332
H 6.426 0.234 3.725
H 7.492 -0.617 2.685
C -1.046 -2.932 -3.516
C -0.908 -3.847 -4.773
C -0.463 -5.234 -4.230
S -0.302 -5.228 -2.428
O 0.945 -5.874 -2.078
O -1.604 -5.530 -1.888
C -0.146 -3.396 -2.368
H -2.082 -2.898 -3.172
H -0.687 -1.914 -3.674
H -0.075 -3.460 -5.350
H -1.890 -3.855 -5.237
H 0.610 -5.253 -4.447
H -0.868 -6.124 -4.701
H 0.874 -3.171 -2.685
H -0.314 -2.911 -1.414
C -2.919 -0.037 -6.268
C -2.329 0.273 -4.882
C -1.118 1.123 -5.196
S -0.205 0.096 -6.397
O 0.604 -0.909 -5.691
O 0.468 0.819 -7.464
C -1.756 -0.727 -7.024
H -3.216 0.865 -6.800
H -3.840 -0.574 -6.029
H -2.097 -0.528 -4.191
H -2.900 1.103 -4.462
H -0.509 1.524 -4.386
H -1.391 2.030 -5.741
H -1.672 -1.781 -6.779
H -1.703 -0.441 -8.072
C 3.261 -0.140 -3.605
C 3.275 0.707 -4.891
C 4.682 1.051 -5.315
S 5.695 0.982 -3.772
O 5.798 2.338 -3.218
O 6.936 0.252 -4.006
C 4.463 0.149 -2.723
H 3.267 -1.206 -3.859
H 2.298 -0.019 -3.120
H 2.916 1.638 -4.434
H 2.669 0.310 -5.695
H 4.834 2.054 -5.704
H 5.279 0.320 -5.866
H 4.171 0.747 -1.859
H 4.948 -0.697 -2.233
C -1.589 0.015 -0.492
C -1.315 -0.460 0.948
C 0.096 -0.978 1.084
S 1.134 -0.228 -0.181
O 1.619 -1.238 -1.118
O 2.087 0.732 0.325
C -0.294 0.640 -0.944
H -2.539 0.562 -0.537
H -2.039 -0.774 -1.114
H -2.091 -1.167 1.244
H -1.400 0.333 1.698
H 0.268 -2.031 0.837
H 0.596 -0.812 2.038
H -0.017 0.885 -1.966
H -0.220 1.553 -0.338
C -7.958 1.632 0.326
C -7.853 1.256 1.821
C -6.761 0.204 1.885
S -5.560 0.616 0.558
O -5.506 -0.473 -0.391
O -4.274 1.061 1.064
C -6.556 2.084 -0.061
H -8.595 2.511 0.209
H -8.307 0.853 -0.345
H -8.796 0.848 2.192
H -7.569 1.962 2.604
H -7.100 -0.818 1.724
H -6.192 0.236 2.814
H -6.315 2.096 -1.124
H -6.104 2.962 0.392
C -2.550 2.052 6.377
C -2.187 0.844 5.475
C -3.127 0.875 4.329
S -3.423 2.682 3.948
O -4.784 2.788 3.469
O -2.283 3.160 3.193
C -3.325 3.170 5.690
H -1.639 2.397 6.874
H -3.079 1.707 7.271
H -2.082 -0.074 6.047
H -1.177 1.112 5.139
H -4.122 0.769 4.791
H -3.131 0.392 3.356
H -4.334 3.087 6.092
H -2.954 4.176 5.859
*
```

---

Molecular formula: C3HN2PS
Method: DFT, ωB97M-V/def2-TZVPD

Output
Gap between HOMO and LUMO (spin up / spin down)   8.0 / 7.6 eV

ORCA input file:
```
! wB97M-V def2-TZVPD RIJCOSX def2/J DEFGRID3
* xyz 0 3
C 0.752 1.061 -0.217
C 0.136 -1.113 -0.766
C 0.495 -0.233 0.285
N 0.795 2.170 -0.532
N -0.070 -1.814 -1.667
P -1.052 0.094 1.438
S -2.468 0.321 0.223
H 1.413 -0.486 1.236
*
```

---

Asked for E across the records above, the calculation gives -7058.521311; -963.833118 Eh in order.